Entry 1:
{"formula": "C14H15B3F6HgN2O21S2", "method": "ωB97M-V/def2-TZVPD", "species": ["O", "O", "S", "O", "H", "C", "Hg", "C", "O", "H", "H", "C", "H", "C", "B", "H", "F", "C", "O", "O", "C", "C", "H", "O", "H", "O", "C", "H", "F", "O", "H", "O", "O", "H", "F", "C", "H", "F", "C", "S", "O", "H", "F", "C", "O", "O", "B", "H", "O", "N", "N", "O", "C", "O", "F", "C", "H", "O", "H", "C", "O", "O", "B", "O"], "xyz": [[-13.422771, -21.894786, -5.553113], [-19.562645, -22.540643, -5.626191], [-17.581756, -30.405536, -2.773454], [-12.708239, -19.795029, -6.014381], [-17.126705, -27.275766, -6.731533], [-18.258260, -26.019463, -1.003080], [-16.642208, -27.227595, -3.496025], [-12.690929, -25.142356, -5.547345], [-17.817939, -21.459115, -6.898422], [-15.945006, -25.149706, -1.665381], [-18.250473, -24.942698, -1.232771], [-18.061271, -23.994884, -4.660335], [-20.061359, -26.884825, -3.567719], [-13.839472, -25.026596, -4.526987], [-16.867957, -27.942763, -5.796768], [-16.881325, -27.543078, -0.378254], [-13.459805, -28.397255, -2.434097], [-19.527032, -23.752102, -5.112963], [-17.363644, -22.934042, -4.938050], [-10.973054, -20.271478, -3.733608], [-17.374713, -20.212831, -6.845882], [-17.674524, -19.699728, -5.416898], [-17.342345, -25.808452, 1.531686], [-14.493552, -25.950914, -4.113149], [-15.683761, -26.336079, 1.322051], [-18.698786, -29.701410, -3.346177], [-11.720387, -21.082044, -4.188601], [-20.696486, -27.147618, -1.956823], [-16.803884, -30.312917, -0.217510], [-17.457312, -31.776326, -3.175684], [-14.924427, -26.318097, -1.210396], [-11.942945, -22.328320, -3.789979], [-16.914777, -19.575856, -7.743052], [-16.598110, -29.042005, -6.119104], [-13.554566, -28.801338, -4.581484], [-12.703869, -20.804305, -5.376260], [-17.817715, -27.978730, -5.063193], [-12.412880, -30.103200, -3.302205], [-19.941234, -26.597376, -2.523466], [-14.990012, -30.494566, -3.124441], [-18.594318, -26.757188, -2.140112], [-15.843089, -27.571039, -5.339071], [-18.669401, -31.361788, -0.580634], [-16.504407, -25.810995, 0.832977], [-20.442308, -24.510366, -5.019919], [-14.690678, -31.327363, -1.972073], [-18.242645, -21.907361, -5.573136], [-18.918563, -26.129131, -0.133527], [-18.268256, -20.680489, -4.754863], [-15.866847, -26.162697, -1.556861], [-16.167230, -29.443679, -2.882053], [-13.899698, -23.793947, -4.098078], [-16.876648, -26.458087, -0.499243], [-12.088967, -23.962284, -5.560856], [-18.600879, -29.209374, -0.623454], [-17.926219, -30.313923, -0.928605], [-16.170602, -24.789719, 0.630942], [-17.677364, -24.998198, -4.109462], [-20.197916, -25.531998, -2.529487], [-13.514468, -29.345584, -3.385038], [-15.031165, -31.152522, -4.401072], [-12.333566, -26.128711, -6.113993], [-12.855067, -22.974250, -4.744938], [-17.489003, -18.589897, -5.013886]], "forces_ev_per_angstrom": [[-0.159, -0.172, -0.208], [-0.262, 0.045, -0.076], [-0.442, 1.363, -1.162], [-0.361, -0.001, -0.038], [-0.196, 0.759, -0.256], [0.970, 0.362, 0.836], [0.510, 0.268, -1.326], [0.499, 0.342, 0.297], [0.330, -0.598, -0.072], [0.327, -0.089, -0.664], [0.043, 0.008, -0.123], [-0.226, -0.276, 0.099], [0.351, -0.212, 0.064], [-0.052, -0.438, 0.215], [-0.253, -0.293, -0.619], [-0.150, 0.026, -0.014], [0.120, 0.071, -0.115], [0.430, 0.330, -0.242], [0.128, 0.100, -0.232], [0.389, -0.158, 0.346], [-0.149, 0.151, 0.122], [-0.192, 0.289, -0.046], [-0.023, 0.108, -0.044], [0.299, 0.312, -0.056], [0.056, -0.053, -0.132], [0.529, 0.260, 0.659], [-0.960, 0.179, -0.411], [0.503, -0.195, 0.511], [-0.005, -0.118, 0.143], [0.464, 0.392, 0.941], [0.015, -0.362, -0.302], [0.250, 0.090, 0.164], [0.034, 0.001, -0.081], [-0.032, -0.806, 0.182], [-0.029, 0.186, 0.241], [0.926, 0.140, 0.156], [-0.993, -0.060, 0.565], [-0.097, 0.159, 0.158], [-0.716, 0.784, -1.267], [2.416, -1.152, -0.697], [-0.528, -0.500, 0.927], [1.278, 0.610, 0.423], [-0.054, -0.130, 0.100], [-0.016, 0.135, -0.289], [-0.307, -0.368, 0.201], [-0.196, 0.912, -0.384], [-0.188, 0.504, 0.038], [-0.452, -0.392, -0.394], [0.205, -0.270, 0.171], [-1.087, 0.480, 0.650], [-2.317, -2.391, 0.704], [-0.106, 0.382, 0.200], [0.320, -0.400, -0.095], [-0.303, 0.220, -0.233], [-0.155, 0.167, -0.029], [0.375, -0.339, -0.317], [-0.150, 0.098, 0.271], [-0.065, 0.437, 0.061], [0.007, -0.038, 0.207], [-0.575, -0.503, 0.234], [-0.096, 0.161, 0.250], [-0.132, -0.200, -0.164], [0.163, -0.410, -0.125], [0.088, 0.091, 0.074]], "e_lumo_ev": 3.5, "total_charge": -2, "homo_energy_ha": -0.2030, "energy_ha": -3856.11842, "e_above_lowest_ev": 0.000}


Entry 2:
{"formula": "C20H58N2O8", "method": "ωB97M-V/def2-TZVPD", "species": ["H", "H", "C", "N", "O", "H", "H", "H", "H", "O", "O", "H", "C", "H", "H", "H", "H", "N", "H", "C", "H", "H", "H", "H", "H", "O", "C", "C", "C", "H", "H", "H", "H", "H", "H", "H", "H", "H", "H", "H", "H", "H", "H", "C", "C", "C", "H", "H", "H", "H", "H", "C", "C", "H", "C", "C", "H", "O", "C", "O", "H", "C", "H", "O", "C", "H", "H", "H", "H", "H", "H", "H", "H", "O", "H", "H", "C", "H", "C", "H", "C", "H", "H", "H", "H", "H", "C", "H"], "xyz": [[-0.653335, 1.060634, -0.357088], [-3.332305, 0.402194, 0.289982], [-5.606585, -0.381606, 1.110832], [3.565505, -0.629756, 1.703002], [3.315935, -4.349996, 0.148002], [1.541175, 3.973534, -0.158278], [6.442565, 2.322544, 0.456042], [-1.204295, 0.201074, -1.705338], [-3.887815, 1.831274, -0.580898], [-5.275105, 0.883024, 0.610142], [5.367455, 1.517084, 2.032062], [-7.740685, 1.004064, 0.633382], [5.349265, -2.289306, 2.222082], [1.251245, 3.886434, -1.897138], [3.424325, 0.339614, 1.457072], [-0.337815, 1.774514, -2.067178], [1.796405, -5.171596, 1.248832], [-7.980335, 0.186634, 1.176042], [-2.879955, 2.800884, -2.597228], [-2.846695, 3.888354, -2.663678], [-4.309855, 0.206704, -1.134438], [4.827065, -0.496446, 3.407792], [4.304355, 0.397624, -1.779028], [-0.158485, 3.786004, -0.749798], [-1.808775, -3.341346, -0.399418], [-0.447735, 6.051044, -1.889328], [-6.854075, -0.237456, 1.979842], [-7.401045, -1.491776, 2.650022], [2.131065, -5.209766, 0.212182], [4.712005, -2.589576, -2.384918], [-2.370225, -4.541056, 1.689752], [-0.543625, -1.920706, 0.610232], [-3.489515, -3.153056, 2.157572], [2.359805, -6.215156, -0.141338], [-4.820605, -0.734976, 1.778252], [6.963905, 2.609254, 2.117812], [-1.780925, 4.098914, -2.752598], [1.574105, 6.139904, -1.673368], [-5.023155, 4.292494, -0.261908], [-8.225265, -0.474116, 0.452502], [-2.966165, -2.035556, -0.008318], [-6.639045, -2.068126, 3.174692], [5.640825, -1.593046, -1.306608], [6.092905, 2.531004, 1.467172], [-3.054095, -3.758016, 1.362252], [-2.324585, -2.814606, 0.403452], [3.676145, -2.710756, -0.432678], [-0.369395, 6.735264, -2.558138], [5.850785, 0.081934, 0.705622], [-8.043035, -1.098626, 3.438292], [6.414585, -2.440166, 2.396542], [1.080015, -4.565106, -0.684718], [0.826435, 4.209404, -0.946708], [4.855265, -2.959086, 2.925962], [5.842055, 0.185054, 1.790702], [0.690955, 5.703424, -1.206848], [0.143325, -5.122486, -0.678148], [0.745815, -1.059116, -0.947158], [-4.174405, 0.832324, -0.252188], [-4.739765, 4.110764, -1.160938], [-3.828435, -4.229966, 0.757462], [4.891895, -0.825896, 2.370802], [1.682615, 0.678134, -0.905868], [3.670605, -1.822126, -0.795868], [0.879975, 0.207784, -1.473898], [5.543935, 3.464664, 1.344622], [5.160105, -2.689886, 1.226172], [-3.395555, 4.075734, -3.586578], [1.462535, -4.748066, -1.688868], [4.015195, -4.766706, 0.656912], [1.613305, -1.456246, -0.840588], [-2.862495, 4.460354, -0.543098], [3.523765, -0.968326, 0.752352], [-1.215605, -2.336496, 1.155362], [-5.871385, -1.075436, 0.312962], [6.884345, 0.075424, 2.090212], [4.365135, -0.405546, -2.513428], [1.236505, 0.183804, -2.503658], [-0.427765, 0.907704, -1.412468], [-6.752555, 0.433414, 2.832912], [4.637805, -1.738786, -1.707608], [3.434945, -0.541546, -3.065088], [-7.937875, -2.225456, 2.048682], [0.507375, 6.191944, -0.249908], [5.122705, -0.176836, -3.263018], [1.080265, -3.505756, -0.428048], [-3.451535, 4.579024, -1.452518], [-3.466375, 5.664494, -1.550658]], "forces_ev_per_angstrom": [[-0.077, 0.859, -0.044], [0.364, -0.064, 0.080], [-0.638, 0.234, 1.550], [-0.129, 0.056, 0.632], [-0.347, -0.721, -0.260], [-0.153, 0.168, 0.058], [0.122, -0.431, -0.288], [-0.051, 0.148, -0.632], [-0.352, 0.007, 0.120], [-0.385, 0.338, -0.400], [-1.843, -1.552, 0.656], [0.108, 0.452, 0.137], [0.157, 0.114, 0.209], [-0.237, -1.027, 0.056], [0.082, 0.684, 1.011], [-0.674, 0.190, 0.437], [-0.013, -0.462, 0.050], [-0.658, 1.433, -0.542], [-0.218, -0.167, 0.498], [-0.128, -0.670, 0.134], [-0.440, -0.121, -0.181], [-0.419, -0.540, 0.296], [-0.159, 0.107, -0.178], [0.196, -0.137, -0.017], [-0.848, -0.408, -0.585], [-2.239, -0.434, -1.757], [-1.115, -1.017, -0.721], [0.862, -0.533, 1.093], [-0.139, 1.038, 0.185], [-0.283, -0.205, -0.110], [-0.072, 0.249, 0.329], [-0.033, 0.241, -0.459], [0.070, -0.383, 0.190], [0.145, -0.046, 0.274], [0.533, -0.426, -0.321], [0.467, 0.929, -0.260], [-0.197, 0.510, -0.163], [0.240, -0.179, 0.088], [0.323, 0.157, -0.010], [0.071, -0.596, 0.196], [-0.057, 0.177, 0.117], [0.315, 0.018, 0.042], [0.262, -0.245, 0.586], [1.444, 0.199, -0.283], [-0.102, 0.445, -1.552], [1.610, -0.789, 0.578], [-0.472, -0.709, 0.474], [0.487, -0.123, 0.170], [0.089, -0.295, -0.432], [-0.381, -0.385, -0.152], [0.148, 0.334, 0.092], [1.370, -0.881, -0.264], [0.208, 0.728, -1.336], [-0.278, 0.211, 0.030], [0.633, 0.885, -1.343], [0.708, 0.948, 2.274], [-0.195, 0.497, 0.539], [-0.722, -1.815, 0.538], [0.919, 0.003, 0.148], [-1.150, -0.715, -0.687], [-0.382, -0.136, 0.330], [-0.901, 0.557, -0.994], [-0.059, 0.771, 0.051], [-2.058, -0.539, 1.362], [1.199, 0.402, -0.385], [-0.252, -0.111, 0.679], [-0.102, 0.282, -0.100], [0.123, 0.517, 0.005], [-0.055, 0.630, -0.304], [0.047, -0.028, 0.109], [0.397, -0.014, -0.065], [0.647, -0.425, -0.101], [0.648, -0.946, 0.243], [-0.130, 0.725, 0.933], [0.371, -0.310, -0.194], [0.196, 0.018, 0.555], [0.125, -1.469, 0.153], [0.013, -0.187, -0.347], [-0.057, -0.424, 0.501], [0.558, 0.540, -0.449], [2.303, 2.528, -3.433], [-0.186, 0.293, 0.201], [-0.078, 0.392, -0.387], [0.857, 0.146, 0.519], [0.225, -0.079, 0.213], [-0.752, -0.177, -0.263], [0.587, 0.552, 0.845], [-0.017, 0.208, -0.571]], "e_lumo_ev": 0.5, "total_charge": 0, "homo_energy_ha": -0.3239, "energy_ha": -1508.06789, "smiles": "COC[C@H](C)N.COC[C@H](C)N.CCO.CCO.CCO.CCO.CCO.CCO", "e_above_lowest_ev": 1.931}


Question: Number 1 is which compound?
Answer: C14H15B3F6HgN2O21S2